1.
15
Properties=species:S:1:pos:R:3 method="wB97M-V/def2-TZVPD" smiles="S=CNCC(=S)CS" multiplicity=1 homo_energy_ev=-8.882 homo_lumo_gap_ev=8.09 total_energy_ha=-1405.8937
C -1.07003 0.99122 0.73135
C -1.45130 -0.26119 -0.02038
C -0.30728 -1.20961 -0.30854
C 1.97615 -0.41115 0.16495
H 0.41450 2.02777 -0.79030
H -0.12975 0.93881 1.24664
H -1.83223 1.28905 1.44694
H -0.58605 -1.93421 -1.03421
H -0.21289 -1.80231 0.59913
H 0.95179 -0.21798 -1.55651
H 1.76046 -0.70117 1.21301
N 0.93018 -0.67062 -0.64806
S -0.85407 2.32036 -0.46988
S -3.02094 -0.60816 -0.33281
S 3.43145 0.24920 -0.24133

---

2.
99
Properties=species:S:1:pos:R:3 method="wB97M-V/def2-TZVPD" multiplicity=1 homo_energy_ev=-10.772 charge=+1 homo_lumo_gap_ev=6.04 total_energy_ha=-2137.4372
C -1.96740 -0.02826 -6.83385
N -2.04846 0.55154 -5.51839
C -3.09354 1.33289 -5.11901
O -4.06779 1.61718 -5.80902
C -2.80057 1.76969 -3.68427
C -3.91870 1.35491 -2.72578
C -5.19640 2.12491 -2.97767
C -6.42674 1.45988 -3.01767
C -7.58302 2.15678 -3.38054
C -7.51027 3.52450 -3.67776
C -6.28445 4.19673 -3.60344
C -5.14103 3.50601 -3.19835
N -1.51833 1.12846 -3.40500
C -0.87262 1.24436 -2.22877
C 0.35064 0.61927 -1.97578
C 1.25042 0.96102 -0.96730
C 2.47111 0.24029 -0.73704
C 3.43143 0.78037 0.15948
C 4.61704 0.11558 0.40113
C 4.98090 -1.01297 -0.34254
C 6.31683 -1.63087 -0.05850
C 4.06347 -1.53743 -1.27021
C 2.78551 -0.99508 -1.38238
C -1.03855 0.29416 -4.51238
C -1.08420 -1.19096 -4.12012
C 0.32593 0.76260 -5.05621
H -2.81000 0.32752 -7.42457
H -1.03053 0.26856 -7.31839
H -1.98924 -1.12307 -6.77952
H -2.67633 2.86580 -3.68140
H -4.10274 0.27262 -2.83775
H -3.57649 1.49567 -1.68726
H -6.45943 0.38367 -2.82720
H -8.53998 1.63452 -3.43707
H -8.40293 4.06825 -3.98792
H -6.20108 5.25599 -3.85862
H -4.18427 4.02584 -3.11969
H -1.34380 1.88178 -1.46995
H 0.68570 -0.14695 -2.68034
H 1.14688 1.93022 -0.46784
H 3.23016 1.74304 0.63370
H 5.30487 0.48760 1.16018
H 6.62071 -2.32181 -0.85193
H 7.07372 -0.83868 0.04142
H 6.28600 -2.18517 0.89316
H 4.34247 -2.39032 -1.89764
H 2.03075 -1.49695 -2.00249
H -2.13550 -1.48238 -3.96591
H -0.65190 -1.76596 -4.94424
H -0.52228 -1.39923 -3.20590
H 0.15286 1.64640 -5.68980
H 1.02343 1.02458 -4.25570
H 0.74698 -0.05270 -5.65468
F 3.16835 -2.03427 2.32397
C 2.03318 -1.57143 3.06965
C 1.39981 -2.77452 3.78936
C 2.00508 -4.03353 3.76948
C 1.36173 -5.12495 4.35296
C 0.09464 -4.96144 4.92112
C -0.48721 -3.69125 4.99998
C 0.16763 -2.60078 4.42622
C 2.58414 -0.52637 4.04176
C 2.86467 -0.87377 5.36548
C 3.47444 0.04924 6.22379
C 3.77057 1.33877 5.77634
C 3.46280 1.68807 4.45951
C 2.97232 0.72750 3.57428
C 1.01838 -1.06626 1.99578
C 0.48635 -2.20683 1.08745
C -1.03393 -2.15061 1.14234
C -1.41965 -1.02833 2.09697
N -0.16412 -0.39689 2.55683
C -0.15674 1.00413 2.71728
C -0.14575 1.86094 1.59855
C 0.55061 3.06915 1.72465
N 0.91612 3.51767 2.92400
C 0.49064 2.89659 4.02856
C -0.06752 1.61099 3.98345
H 2.97006 -4.16036 3.27786
H 1.86622 -6.09352 4.34872
H -0.44722 -5.83293 5.29010
H -1.44496 -3.53585 5.49817
H -0.28397 -1.60891 4.43832
H 2.62267 -1.87349 5.73411
H 3.71820 -0.24686 7.24400
H 4.21926 2.07798 6.44409
H 3.60915 2.70752 4.09990
H 2.88187 0.94080 2.50892
H 1.57362 -0.34184 1.38272
H 0.84590 -2.00148 0.06862
H 0.88220 -3.18029 1.40859
H -1.46397 -1.93568 0.15868
H -1.44282 -3.10622 1.48350
H -2.09560 -0.29698 1.63515
H -1.93757 -1.43026 2.97688
H -0.61916 1.57645 0.66343
H 0.83542 3.68510 0.86426
H 0.63866 3.40359 4.98978
H -0.33371 1.07701 4.89312

---

3.
12
Properties=species:S:1:pos:R:3 method="wB97M-V/def2-TZVPD" multiplicity=1 homo_energy_ev="-7.479 / -7.479" homo_lumo_gap_ev="7.43 / 7.43" total_energy_ha=-265.3357
C 1.49237 0.13917 -0.02037
C -0.07816 0.73870 0.67880
N -0.65138 1.89360 0.28406
N -1.19871 -2.79051 -0.15559
C -0.46424 -0.44209 0.18046
C -0.87365 -1.61434 -0.04230
H -0.24976 2.77084 0.57366
H -1.43009 1.90288 -0.36778
H -2.00949 -2.93203 -0.76456
H 1.88842 1.12565 -0.24792
H 2.01597 -0.32566 0.80748
H 1.55873 -0.46621 -0.92594

---

4.
19
Properties=species:S:1:pos:R:3 method="wB97M-V/def2-TZVPD" multiplicity=1 homo_energy_ev=-9.106 homo_lumo_gap_ev=9.39 total_energy_ha=-544.6996
C 1.68947 -0.01607 -0.05489
C 4.04240 -0.26048 0.01308
C -0.78306 -0.38514 -0.01094
C -1.15063 0.97077 0.02839
C -2.47657 1.31105 0.02539
C -3.49225 0.32342 0.03143
C -1.83679 -1.28873 -0.04328
H 2.76207 1.48860 -0.11236
H 2.77392 -1.66471 0.60460
H 0.73230 -1.73184 -0.37622
H -0.43349 1.78725 0.08095
H -2.75390 2.34695 -0.11786
H -4.52746 0.55328 0.02435
H -1.58699 -2.34636 -0.04465
N 1.75545 1.24683 -0.05766
N 2.86085 -0.85276 -0.03496
N 5.02409 0.35205 0.04508
N 0.58234 -0.80130 -0.02567
N -3.18174 -1.03282 0.02520

---

5.
20
Properties=species:S:1:pos:R:3 method="wB97M-V/def2-TZVPD" multiplicity=1 homo_energy_ev=-12.531 charge=+1 homo_lumo_gap_ev=3.53 total_energy_ha=-365.3423
O -2.21576 -0.22954 0.62932
C -1.79061 -0.24591 -0.54950
C -0.47068 -0.49278 -0.90083
C 0.54650 -0.75088 0.15333
C 1.77696 0.08895 0.01166
C 2.91089 0.01981 0.80085
C 4.14203 0.81547 0.49151
N -5.42219 0.08254 -0.01744
H -2.51011 -0.10454 -1.47112
H -0.48509 -0.94901 -1.88721
H 0.83083 -1.81418 0.01391
H 0.11053 -0.55769 1.18918
H 1.89350 0.83167 -0.94194
H 2.97894 -0.58842 1.78141
H 3.93803 1.35149 -0.52104
H 5.04322 0.26216 0.48746
H 4.23711 1.64176 1.20795
H -4.67394 -0.62206 0.01657
H -5.14626 0.92952 0.47226
H -5.69389 0.33164 -0.96631

---

6.
27
Properties=species:S:1:pos:R:3 method="wB97M-V/def2-TZVPD" multiplicity=3 homo_energy_ev="-8.364 / -13.191" charge=+1 homo_lumo_gap_ev="5.62 / 9.24" total_energy_ha=-478.2770 s2=2.005
C -1.75957 1.60690 -0.54743
C -2.15694 0.56688 0.22871
C -0.04144 1.05232 0.69551
C -3.47564 -0.03845 0.29005
C 2.47101 0.57710 1.02949
C 0.76190 -2.26765 -0.66577
C 1.14961 0.91525 1.56032
C 1.10653 -0.95211 -1.36773
N -1.07902 0.27054 1.02648
N -0.45253 1.91429 -0.27363
N 1.74792 -1.12553 -2.45797
H -2.19206 2.35635 -1.13618
H -3.74607 -0.62740 -0.63807
H -3.66086 -0.60869 1.26848
H -4.25774 0.72992 0.33337
H 2.66662 1.20421 0.21016
H 3.27938 0.61760 1.71813
H 2.45733 -0.40278 0.67909
H 1.44045 -3.12261 -0.95008
H -0.29642 -2.47314 -0.75751
H 1.00722 -2.08528 0.40792
H 0.90827 0.16848 2.23489
H 1.32553 1.87264 2.01631
H -1.31769 -0.39969 1.79715
H 0.16545 2.67068 -0.70886
H 2.01986 -2.06001 -2.81996
H 1.92893 -0.35982 -3.17289

---

7.
23
Properties=species:S:1:pos:R:3 method="wB97M-V/def2-TZVPD" smiles=c1ccccc1.c1ccncc1 multiplicity=1 homo_energy_ev=-8.991 homo_lumo_gap_ev=9.67 total_energy_ha=-480.3450
C 2.78360 1.48031 -0.31696
C 3.06784 0.69648 0.97420
C 2.90287 -0.79465 1.07314
C 2.52232 -1.38472 -0.18684
C 2.23878 -0.65289 -1.33491
C 2.26443 0.72896 -1.47376
C -3.47683 0.50993 -1.06363
C -3.18762 1.30109 0.07070
C -2.69634 0.60101 1.24525
C -2.30377 -0.71555 1.18651
C -2.27863 -1.46814 -0.16133
H 2.83370 2.70781 -0.36228
H 3.26864 1.15120 1.87356
H 3.28958 -1.20703 1.97234
H 2.44707 -2.46329 -0.09919
H 1.96950 -1.22109 -2.15176
H 1.79758 1.10392 -2.24095
H -3.95571 0.65761 -2.03999
H -3.25418 2.45919 0.21117
H -3.18950 1.18066 2.23126
H -2.16575 -1.36683 2.02166
H -1.89417 -2.46669 -0.26950
N -2.98341 -0.83732 -1.15869

---

8.
14
Properties=species:S:1:pos:R:3 method="wB97M-V/def2-TZVPD" smiles="C[C@@H](C=O)C(N)=O" multiplicity=1 homo_energy_ev=-9.686 homo_lumo_gap_ev=10.42 total_energy_ha=-361.8436
C -0.15937 1.58431 -0.08224
C 0.34622 0.20094 -0.52110
C 1.76216 -0.08264 -0.01516
O 2.46373 0.71406 0.54918
C -0.40411 -0.91156 0.27416
O 0.15857 -1.18672 1.32743
N -1.63386 -1.47659 0.06452
H -0.37920 1.57809 0.98793
H 0.59864 2.35782 -0.24872
H -1.06206 1.86615 -0.63228
H 0.41661 0.17995 -1.62110
H 2.09850 -1.11497 -0.24473
H -2.10232 -1.68814 -0.80090
H -1.92389 -2.01346 0.87541